One molecule with the formula C4H6N2O3 in a non-equilibrium geometry, computed with ωB97M-V with the def2-TZVPD basis set.

```
15
Properties=species:S:1:pos:R:3:forces:R:3
C 1.564 1.059 -0.495 -1.65 -1.94 1.29
C 2.049 0.287 0.495 0.85 1.23 0.41
C -0.383 -0.200 -0.371 1.94 -1.06 0.54
C -2.092 -1.432 0.365 -0.98 0.58 2.10
N 0.257 0.878 -0.819 -2.08 -0.81 -0.81
N 1.073 -0.372 1.207 -0.62 -1.81 1.69
O 1.346 -1.354 1.929 -0.30 1.45 -1.29
O -0.498 1.843 -1.522 -2.12 -1.08 3.87
O -1.673 -0.232 -0.291 -0.18 1.03 -0.44
H 1.932 1.889 -0.892 2.17 3.22 -1.51
H 2.977 0.589 1.023 -0.41 -0.91 -0.62
H -1.647 -2.271 -0.117 0.46 -0.66 -0.19
H -3.226 -1.506 0.235 1.65 0.30 0.63
H -1.675 -1.303 1.465 -1.38 -0.76 -2.07
H -0.002 2.124 -2.212 2.65 1.22 -3.59
```
Positions in Å, forces in eV/Å.

- Frontier orbital gap (spin up / spin down): 7.89 / 7.89 eV
- Spin multiplicity: 1
- Charge: 0
- Highest occupied orbital energy (spin up / spin down): -7.6977 / -7.6979 eV
- Energy: -490.9679 Ha